72
Properties=species:S:1:pos:R:3:forces:R:3 method="wB97M-V/def2-TZVPD" gap_ev="6.8 / 6.9" total_charge=+1 energy_ha=-8547.504970 spin_multiplicity=2 s_squared=0.869
Fe 0.163003 1.123907 -0.109466 0.10 0.81 -0.40
Cl 6.349545 4.832368 -0.667730 0.04 0.03 0.00
C 5.023293 3.719213 -0.645494 -0.07 0.07 0.01
C 5.280504 2.339984 -0.686132 0.03 -0.05 0.00
C 4.256688 1.431171 -0.668861 -0.06 0.07 -0.01
C 2.907201 1.854092 -0.603075 -0.02 0.22 -0.14
O 1.971955 0.958378 -0.589409 -0.03 -0.39 0.34
C 2.661245 3.256506 -0.571919 0.08 -0.27 0.07
C 1.341469 3.774239 -0.538700 0.01 0.11 -0.10
N 0.259724 3.070107 -0.473084 0.07 -0.10 0.22
C -0.997475 3.708088 -0.441097 -0.08 0.12 -0.06
C -1.336230 4.916654 -0.986949 0.08 -0.09 0.07
C -2.645742 5.415137 -0.818518 -0.03 0.08 -0.03
C -3.596696 4.714091 -0.134463 -0.09 0.00 0.01
C -3.287063 3.441695 0.400501 0.15 -0.04 0.01
C -4.196285 2.608589 1.092357 -0.01 0.02 0.01
C -3.791546 1.377890 1.526290 -0.02 0.01 0.05
C -2.480187 0.951395 1.256093 0.09 0.07 0.18
N -1.604709 1.715812 0.642478 -0.17 -0.71 -0.09
C -1.983908 2.950159 0.221301 -0.15 0.14 0.00
C 3.736974 4.171292 -0.593593 0.08 -0.03 0.00
H 6.307110 2.001330 -0.732745 0.00 0.00 0.00
H 4.455482 0.369070 -0.704843 -0.02 -0.01 0.00
H 1.243716 4.859673 -0.552556 0.00 0.00 -0.06
H -0.619415 5.488258 -1.561327 0.00 0.00 0.00
H -2.894133 6.374384 -1.251613 -0.01 0.00 0.00
H -4.596100 5.110532 -0.012384 0.00 0.01 0.00
H -5.209941 2.950800 1.260292 0.00 0.00 0.01
H -4.464429 0.712136 2.046950 -0.01 0.00 0.00
H -2.144073 -0.036337 1.547180 0.01 -0.01 -0.06
H 3.536270 5.235163 -0.571702 -0.01 0.01 0.00
C 1.173872 2.216485 2.838552 0.02 0.00 0.00
O 0.791739 1.140917 1.982632 0.00 -0.04 -0.22
C 1.059691 -0.143776 2.377147 -0.17 -0.20 -0.02
C 1.606159 -0.482431 3.584818 0.01 0.06 -0.06
C 1.829063 -1.835060 3.873558 0.03 -0.13 0.05
Br 2.564028 -2.299735 5.550843 -0.02 0.01 -0.05
C 1.539086 -2.804690 2.956544 0.02 0.00 0.06
C 0.979385 -2.460247 1.709995 -0.02 0.21 0.04
C 0.673653 -1.119580 1.410648 0.13 0.15 -0.05
O 0.083510 -0.750255 0.300469 -0.02 -0.16 0.30
C 0.803049 -3.466913 0.693430 -0.03 -0.01 -0.02
N 0.452092 -3.239359 -0.572364 0.05 0.06 -0.02
C 0.480856 -4.430328 -1.291957 -0.02 -0.11 0.01
C 0.236865 -4.727509 -2.627622 0.01 0.03 0.08
C 0.359227 -6.051865 -3.001378 -0.01 0.03 -0.03
C 0.713317 -7.047814 -2.083681 0.01 -0.05 0.01
C 0.966362 -6.754787 -0.758121 0.00 0.03 0.02
C 0.844912 -5.424136 -0.384938 -0.04 0.02 -0.16
N 1.035213 -4.782737 0.833231 -0.02 0.04 0.07
H 2.245416 2.178419 3.038708 0.00 0.02 -0.01
H 0.609113 2.174501 3.771088 0.02 -0.01 0.00
H 0.929531 3.128225 2.301802 0.00 0.00 0.00
H 1.872584 0.269435 4.313259 0.00 -0.01 0.00
H 1.756839 -3.834245 3.205620 0.02 0.00 0.00
H 0.229324 -2.291873 -0.876571 -0.04 0.00 0.03
H -0.020147 -3.963588 -3.346067 -0.02 0.03 -0.01
H 0.180812 -6.327447 -4.031364 0.00 0.01 0.00
H 0.795748 -8.070657 -2.423724 0.00 0.00 0.00
H 1.245745 -7.523635 -0.051246 0.01 0.00 0.01
H 1.306838 -5.225777 1.693793 0.01 0.00 0.00
Se -0.685925 0.900705 -2.318575 0.00 -0.12 0.08
C -2.135966 -0.326734 -2.034674 -0.07 0.11 -0.04
C -3.367164 0.097909 -1.547681 0.04 0.06 -0.07
C -4.382786 -0.830669 -1.372444 0.00 0.00 0.01
N -4.262448 -2.123866 -1.660155 -0.03 -0.01 0.00
C -3.101063 -2.518067 -2.173465 -0.01 -0.01 0.01
C -2.026320 -1.666851 -2.378388 0.10 -0.03 0.02
H -3.542401 1.144343 -1.331094 0.00 -0.03 -0.01
H -5.346054 -0.515312 -0.984540 0.00 0.00 0.00
H -3.023221 -3.568082 -2.437876 0.00 0.00 0.01
H -1.116777 -2.038720 -2.825961 0.09 -0.01 -0.04